Record 1
Here is C12H23CoO9PS4 as an isolated structure from the OMol25 dataset. Energies are from wB97M-V/def2-TZVPD.

As for the multiplicity: 4. The HOMO-LUMO gap (spin up / spin down) is 5.27 / 5.45 eV. The calculation puts the largest force on an atom at 0.27 eV Å⁻¹. The total charge is -2. The value obtained for the energy relative to the best compared isomer or geometry (same formula, charge and spin) is 39.49 kcal per mole. For the HOMO energy (spin up / spin down), the calculation gives -0.9 / -1.1 eV. For the molecular weight, the calculation gives 529.5 g/mol.

CARTESIAN COORDINATES (ANGSTROEM)
1 Co -0.171 -0.302 0.224
2 S 4.234 -1.202 -0.274
3 S 2.471 -1.252 -1.425
4 S 2.930 -1.163 -3.337
5 S 5.798 -1.114 -1.469
6 P -1.578 -2.610 -0.259
7 O 1.121 -0.350 1.676
8 O -1.691 0.939 -0.180
9 O 0.714 2.199 0.611
10 O -2.149 0.612 2.054
11 O 2.707 0.482 3.015
12 O -0.759 -3.951 -0.009
13 O -0.831 -1.679 -1.183
14 O -1.935 -2.009 1.063
15 O -2.861 -3.236 -1.020
16 C 1.922 0.566 2.076
17 C -1.350 1.082 1.037
18 C -0.072 -4.232 -2.390
19 C 1.200 -5.174 -0.462
20 C -1.082 -6.074 -1.024
21 C -4.896 -2.368 -0.032
22 C -4.801 -3.383 -2.314
23 C -3.759 -1.140 -1.910
24 C -4.070 -2.504 -1.306
25 C -0.184 -4.841 -0.997
26 C 1.915 1.899 1.308
27 C -0.434 2.216 1.445
28 H -4.189 -3.508 -3.209
29 H -5.855 -1.895 -0.260
30 H 0.371 -4.979 -3.053
31 H 2.156 2.690 2.024
32 H -4.361 -1.768 0.702
33 H -3.156 -1.252 -2.812
34 H -0.673 -6.829 -1.700
35 H -1.159 -6.502 -0.022
36 H 2.703 1.851 0.555
37 H -0.165 2.109 2.498
38 H 1.690 -5.911 -1.104
39 H -4.696 -0.638 -2.170
40 H -2.081 -5.796 -1.364
41 H -5.752 -2.927 -2.600
42 H -2.350 -0.316 1.805
43 H 1.813 -4.272 -0.437
44 H -0.951 3.174 1.304
45 H -5.083 -3.354 0.399
46 H 0.560 -3.346 -2.393
47 H -1.053 -3.960 -2.781
48 H 1.123 -5.577 0.550
49 H -3.203 -0.505 -1.219
50 H -4.998 -4.367 -1.883

---

Record 2
Here is C12H23F3FeNO2P2 as an isolated structure at a distorted geometry from the OMol25 dataset. Energies are from wB97M-V/def2-TZVPD.

As for the multiplicity: 5. The HOMO-LUMO gap (spin up / spin down) is 3.99 / 7.73 eV. The calculation puts the largest force on an atom at 2.35 eV Å⁻¹. The total charge is +1. The value obtained for the energy relative to the best compared isomer or geometry (same formula, charge and spin) is 0.30 kcal per mole. For the HOMO energy (spin up / spin down), the calculation gives -7.8 / -12.6 eV. For the molecular weight, the calculation gives 388.1 g/mol.

CARTESIAN COORDINATES (ANGSTROEM)
1 Fe -0.017 0.039 -0.227
2 P 1.918 -0.848 0.156
3 P -2.044 0.577 -0.710
4 F -0.049 0.290 2.608
5 F -0.846 2.126 1.625
6 F 1.326 1.779 1.694
7 O -0.896 4.942 -0.897
8 O 1.864 3.256 -2.722
9 N -0.105 -1.163 -1.862
10 C -1.341 -2.307 -3.550
11 C -2.516 -0.846 -1.814
12 C -0.173 -2.821 -4.103
13 C 1.033 -2.492 -3.488
14 C 2.294 -1.290 -1.625
15 C 1.888 -2.459 1.003
16 C 3.416 -0.059 0.731
17 C -3.402 0.767 0.441
18 C -1.284 -1.455 -2.451
19 C 0.113 1.130 1.502
20 C -2.068 1.974 -1.875
21 C 1.038 -1.679 -2.359
22 H 2.369 3.673 -3.428
23 H -2.355 -2.494 -3.933
24 H -3.246 1.656 1.061
25 H 1.507 4.041 -2.252
26 H -0.203 -3.450 -4.998
27 H -1.315 5.825 -0.910
28 H -1.272 1.823 -2.619
29 H -3.050 1.989 -2.370
30 H 4.273 -0.728 0.596
31 H 2.826 -2.995 0.799
32 H 1.784 -2.293 2.084
33 H 1.033 -3.055 0.656
34 H 3.014 -2.114 -1.590
35 H -1.872 2.932 -1.373
36 H -0.820 4.691 0.046
37 H -3.063 -1.578 -1.196
38 H -3.435 -0.103 1.106
39 H -4.350 0.858 -0.103
40 H 3.322 0.193 1.791
41 H 3.574 0.865 0.167
42 H -3.214 -0.444 -2.558
43 H 2.013 -2.855 -3.810
44 H 2.775 -0.391 -2.057

---

> What is the largest force on an atom in the second record?

2.35 eV Å⁻¹

---

> Which value of largest force on an atom does entry 1 give?

0.27 eV Å⁻¹